Record 1
{"formula": "C6H8FeO4", "method": "ωB97M-V/def2-TZVPD", "e_homo_ha": [-0.48499, -0.48053], "largest_force_ev_per_a": 3.6, "lumo_ev": [-3.23, -7.09], "charge": 1, "spin_multiplicity": 6, "elements": ["O", "C", "C", "H", "H", "H", "O", "C", "C", "O", "C", "C", "O", "Fe", "H", "H", "H", "H", "H"], "coordinates": [[2.26798, 0.15115, -0.89573], [3.31829, 0.20458, -0.33723], [4.58247, 0.28789, -0.02429], [-1.67604, -0.62477, 1.66022], [5.12318, 1.21289, -0.22970], [5.11381, -0.61515, 0.27879], [0.04913, 2.03398, -0.39188], [-1.22079, 2.32406, -0.21858], [-2.17825, 1.38433, -0.05279], [-1.77430, 0.08232, -0.34101], [-2.04019, -0.96565, 0.58009], [-1.19368, -2.13255, 0.07951], [0.12058, -1.76362, -0.14955], [0.32441, 0.10092, -0.44404], [-1.50872, 3.38240, -0.14508], [-3.24716, 1.56261, 0.05315], [-3.11492, -1.19601, 0.61862], [-1.65102, -2.48671, -0.86972], [-1.29482, -2.94267, 0.82921]]}

Record 2
{"formula": "C6H8I2S", "method": "ωB97M-V/def2-TZVPD", "e_homo_ha": -0.30949, "largest_force_ev_per_a": 3.6, "relative_energy_ev": 1.414, "smiles": "IC1(SC2=CC2)CC1.I", "lumo_ev": 0.35, "spin_multiplicity": 1, "elements": ["C", "C", "C", "C", "C", "C", "S", "I", "I", "H", "H", "H", "H", "H", "H", "H", "H"], "coordinates": [[0.49094, -1.56205, -0.72618], [0.00863, -2.98298, -0.52531], [-0.38173, 1.15944, 1.76798], [0.03752, 0.96261, 3.16529], [0.34782, -1.94859, 0.49014], [0.65889, 0.11636, 2.14697], [0.22957, -1.70332, 2.11971], [-0.11744, 0.44120, -4.16516], [2.55251, 0.60479, 1.39503], [0.49850, -0.77583, -1.44553], [1.27972, 0.02131, -3.94238], [-1.05837, -3.24907, -0.51482], [0.47115, -3.91926, -0.75782], [-1.42345, 0.96277, 1.39304], [0.12623, 1.84671, 1.15251], [0.72956, 1.59721, 3.74974], [-0.57722, 0.36446, 3.74584]]}

Record 3
{"formula": "C6H8KLiO6", "method": "ωB97M-V/def2-TZVPD", "e_homo_ha": -0.21158, "largest_force_ev_per_a": 3.2, "relative_energy_ev": 1.600, "lumo_ev": -0.90, "spin_multiplicity": 1, "elements": ["O", "C", "C", "O", "C", "H", "H", "H", "H", "O", "Li", "C", "C", "O", "C", "O", "O", "H", "H", "H", "H", "K"], "coordinates": [[-0.61726, -1.93155, 3.36059], [0.21154, -1.55513, 2.40693], [-1.94056, -2.10553, 2.82312], [-0.34622, -1.61091, 1.20744], [-1.70478, -2.06850, 1.31000], [-2.56715, -1.28010, 3.17999], [-2.33435, -3.06241, 3.17700], [-2.35003, -1.35875, 0.78452], [-1.76576, -3.05771, 0.84214], [1.21927, -0.89944, 2.61397], [2.32510, -0.31930, 1.15880], [1.92637, 1.42039, 0.06688], [1.23541, 1.11024, -1.20975], [0.88866, 2.33156, -1.99896], [0.30650, 2.19427, -3.18183], [0.02991, 1.05460, -3.65056], [0.07809, 3.25532, -3.83556], [1.29102, 2.06037, 0.70895], [2.86472, 1.97599, -0.11921], [0.28038, 0.58505, -1.05693], [1.85183, 0.49887, -1.88564], [-0.88269, 2.76268, -6.70188]]}

Record 4
{"formula": "C6H8LiO6Tl", "method": "ωB97M-V/def2-TZVPD", "e_homo_ha": [-0.68203, -0.63136], "largest_force_ev_per_a": 8.1, "relative_energy_ev": 6.118, "lumo_ev": [-10.38, -11.83], "charge": 2, "spin_multiplicity": 1, "elements": ["O", "C", "C", "O", "O", "C", "H", "H", "H", "H", "Li", "O", "C", "C", "O", "O", "C", "H", "H", "H", "H", "Tl"], "coordinates": [[1.40139, 0.16984, 1.62766], [-0.94586, 1.67724, 0.05050], [2.00713, 1.41840, 1.44639], [-1.38672, 1.30536, 1.15280], [0.22156, 2.36509, 0.04566], [0.99361, 2.53412, 1.24455], [2.69009, 1.41376, 0.57793], [2.62372, 1.68871, 2.32235], [1.51844, 3.49066, 1.13029], [0.32261, 2.60648, 2.11328], [-0.36894, 0.16652, 2.28291], [-0.92472, -2.21416, -1.16659], [-1.04046, -1.40877, -0.11549], [-1.34133, -1.54271, -2.38245], [-0.58624, -1.79272, 0.96742], [-0.52531, -0.03160, -0.91746], [-0.70113, -0.14995, -2.33189], [-2.43367, -1.47093, -2.35205], [-0.97122, -2.12998, -3.22727], [-1.38044, 0.64800, -2.64295], [0.25794, -0.04443, -2.84457], [1.37441, -1.30037, 0.50012]]}

Record 5
{"formula": "C6H8LiO6Yb", "method": "ωB97M-V/def2-TZVPD", "e_homo_ha": [-0.32019, -0.43205], "largest_force_ev_per_a": 2.2, "relative_energy_ev": 0.614, "lumo_ev": [-2.83, -6.95], "charge": 1, "spin_multiplicity": 3, "elements": ["O", "O", "C", "C", "O", "C", "H", "H", "H", "H", "O", "O", "C", "C", "O", "C", "H", "H", "H", "H", "Li", "Yb"], "coordinates": [[-1.21471, -0.55994, -1.37073], [-2.27079, 0.23924, 0.44895], [-2.47183, -0.22306, 1.78248], [-2.05166, -1.68184, 1.69189], [-1.08851, -1.66075, 0.62484], [-1.24485, -0.45268, -0.12404], [-1.82501, 0.34153, 2.46949], [-3.52398, -0.08518, 2.04753], [-2.87694, -2.34132, 1.39782], [-1.57506, -2.05565, 2.60417], [1.31322, -0.31253, 0.77876], [1.45554, 0.96259, -3.01858], [2.40497, 0.85163, -2.03674], [2.08660, 1.70966, -0.80827], [0.71416, 1.47437, -0.38754], [0.40456, 0.40566, 0.31959], [2.53010, -0.20088, -1.68852], [3.42477, 1.17141, -2.35367], [2.10881, 2.77783, -1.05399], [2.76816, 1.49957, 0.02598], [-0.23302, 0.71162, -2.44056], [1.16544, -2.57128, 1.09115]]}

Record 6
{"formula": "C6H8N", "method": "ωB97M-V/def2-TZVPD", "e_homo_ha": [-0.46079, -0.51467], "largest_force_ev_per_a": 3.7, "relative_energy_ev": 8.535, "lumo_ev": [-5.86, -3.79], "charge": 1, "spin_multiplicity": 1, "elements": ["C", "C", "C", "C", "C", "C", "N", "H", "H", "H", "H", "H", "H", "H", "H"], "coordinates": [[-0.03634, -0.78639, 0.67860], [0.69776, 0.23735, -0.02413], [3.25819, -0.56337, -0.14268], [2.23109, 0.24852, -0.12915], [-0.39417, 1.09634, 0.01723], [-2.19771, -0.33395, -0.43964], [-1.23642, 0.00958, 0.62085], [0.04421, -1.79142, 0.42564], [4.31212, -0.50791, -0.03816], [2.73405, 1.23212, -0.06335], [-0.53726, 2.15940, -0.21754], [-2.25656, -1.36442, -0.35590], [-3.24644, 0.18389, -0.43285], [-1.76333, -0.16888, -1.36353], [-1.60921, 0.34913, 1.46461]]}

Record 7
{"formula": "C6H8N", "method": "ωB97M-V/def2-TZVPD", "e_homo_ha": -0.58256, "largest_force_ev_per_a": 3.7, "relative_energy_ev": 6.464, "lumo_ev": -4.35, "charge": 1, "spin_multiplicity": 1, "elements": ["C", "C", "C", "C", "C", "C", "N", "H", "H", "H", "H", "H", "H", "H", "H"], "coordinates": [[0.26250, -1.20272, 1.55934], [0.69964, 1.03124, -0.77568], [1.52556, 0.38241, 0.34274], [0.20247, 0.19231, 1.13581], [0.76885, -0.95924, 0.20504], [-1.62960, 0.08726, -0.84074], [-0.30444, 0.02748, -0.32027], [1.10489, -1.49400, 2.08595], [-0.55991, -1.95617, 1.48398], [0.31674, 2.05422, -0.63691], [1.00154, 0.92556, -1.86274], [2.48129, 0.44956, 0.75776], [-1.98207, 1.11827, -0.79497], [-1.59438, -0.03208, -1.94209], [-2.29309, -0.62409, -0.39723]]}

Record 8
{"formula": "C6H8N", "method": "ωB97M-V/def2-TZVPD", "e_homo_ha": [-0.52464, -0.52463], "largest_force_ev_per_a": 5.6, "relative_energy_ev": 6.470, "lumo_ev": [-5.90, -5.90], "charge": 1, "spin_multiplicity": 1, "elements": ["C", "C", "C", "C", "C", "C", "N", "H", "H", "H", "H", "H", "H", "H", "H"], "coordinates": [[0.44131, -2.56160, 0.60181], [0.39724, -1.40680, 0.28591], [-2.05644, 0.43323, -1.46293], [-1.21131, -0.40645, -0.82454], [0.72905, 0.85126, -0.26233], [2.04485, 0.71869, 0.50843], [0.04642, -0.27520, -0.34367], [-2.98305, -0.11275, -1.75960], [-1.84148, 1.46130, -1.53524], [-1.47087, -1.48674, -0.66204], [0.64579, -3.54177, 1.01707], [0.50383, 1.70513, -1.02480], [3.10520, 1.05744, -0.35223], [2.19724, -0.21041, 1.11564], [2.07225, 1.66974, 1.05817]]}

Record 9
{"formula": "C6H8N", "method": "ωB97M-V/def2-TZVPD", "e_homo_ha": -0.49235, "largest_force_ev_per_a": 4.5, "relative_energy_ev": 8.980, "lumo_ev": -5.99, "charge": 1, "spin_multiplicity": 1, "elements": ["C", "C", "C", "C", "C", "C", "N", "H", "H", "H", "H", "H", "H", "H", "H"], "coordinates": [[0.28658, -0.47664, 0.39495], [-1.05746, -0.37932, 0.11417], [1.47567, -0.48548, 0.81763], [-2.18203, -0.19720, -0.29424], [2.54493, 0.67433, 0.43120], [-4.52548, -0.06310, -0.38917], [3.30602, 0.29265, -0.61766], [2.01479, -1.35698, 1.39112], [2.04886, 1.56598, 0.14161], [3.19645, 0.80402, 1.28021], [-4.41726, -1.12388, -0.26011], [-4.39995, 0.40210, -1.40422], [-4.96544, 0.56973, 0.37349], [3.91077, -0.43813, -0.54983], [2.76355, 0.21191, -1.42915]]}

Record 10
{"formula": "C6H8N2", "method": "ωB97M-V/def2-TZVPD", "e_homo_ha": -0.32897, "largest_force_ev_per_a": 7.2, "relative_energy_ev": 4.085, "smiles": "C=C(C)C(=C)NC#N", "lumo_ev": 0.15, "spin_multiplicity": 1, "elements": ["C", "C", "C", "C", "N", "H", "H", "H", "H", "H", "C", "N", "C", "H", "H", "H"], "coordinates": [[0.71039, -1.34212, -1.07265], [0.73834, -0.18730, -0.11251], [1.86299, 0.12965, 0.53928], [-1.68358, -0.92086, 0.86332], [-1.91559, -1.72897, 1.66175], [0.87380, -2.28203, -0.53371], [1.48283, -1.22493, -1.83996], [-0.25507, -1.43697, -1.58196], [1.94544, 0.96441, 1.22498], [2.79490, -0.38156, 0.30949], [-0.51152, 1.96891, 0.27229], [-1.82760, 0.07941, -0.38676], [-0.64352, 0.66913, -0.05961], [-2.67567, 0.58876, -0.16477], [-1.22213, 2.50718, 0.88870], [0.32599, 2.59728, -0.00790]]}

What did the fifth record say?
{"formula": "C6H8LiO6Yb", "method": "ωB97M-V/def2-TZVPD", "e_homo_ha": [-0.32019, -0.43205], "largest_force_ev_per_a": 2.2, "relative_energy_ev": 0.614, "lumo_ev": [-2.83, -6.95], "charge": 1, "spin_multiplicity": 3, "elements": ["O", "O", "C", "C", "O", "C", "H", "H", "H", "H", "O", "O", "C", "C", "O", "C", "H", "H", "H", "H", "Li", "Yb"], "coordinates": [[-1.21471, -0.55994, -1.37073], [-2.27079, 0.23924, 0.44895], [-2.47183, -0.22306, 1.78248], [-2.05166, -1.68184, 1.69189], [-1.08851, -1.66075, 0.62484], [-1.24485, -0.45268, -0.12404], [-1.82501, 0.34153, 2.46949], [-3.52398, -0.08518, 2.04753], [-2.87694, -2.34132, 1.39782], [-1.57506, -2.05565, 2.60417], [1.31322, -0.31253, 0.77876], [1.45554, 0.96259, -3.01858], [2.40497, 0.85163, -2.03674], [2.08660, 1.70966, -0.80827], [0.71416, 1.47437, -0.38754], [0.40456, 0.40566, 0.31959], [2.53010, -0.20088, -1.68852], [3.42477, 1.17141, -2.35367], [2.10881, 2.77783, -1.05399], [2.76816, 1.49957, 0.02598], [-0.23302, 0.71162, -2.44056], [1.16544, -2.57128, 1.09115]]}